1.
{"formula": "C3H7FO", "method": "wB97M-V/def2-TZVPD", "homo_energy_ev": -10.360, "smiles": "C[C@@H](F)CO", "e_tot_ha": -293.5731, "max_force_ev_per_a": 4.74, "relative_energy_kj_mol": 54.2, "symbols": ["C", "C", "F", "C", "O", "H", "H", "H", "H", "H", "H", "H"], "xyz": [[-0.281274, -1.420063, 0.026242], [-0.048193, -0.154876, 0.607902], [1.112139, -0.182518, 1.317928], [0.114467, 0.941928, -0.376846], [-0.875359, 0.918136, -1.382396], [-1.401736, -1.486029, -0.102294], [0.101689, -2.272164, 0.549567], [0.151005, -1.557722, -0.999533], [-0.850404, 0.281485, 1.183758], [1.077929, 0.845127, -0.876020], [-0.023454, 1.939742, 0.033123], [-0.771412, 0.345198, -2.134571]], "forces_ev_per_angstrom": [[-2.4, -2.8, -3.0], [0.2, 2.9, 0.6], [1.2, 0.2, 1.3], [0.5, 0.6, -2.6], [-1.6, 0.8, 0.1], [1.2, -0.5, 0.0], [-0.1, -0.3, 0.9], [-0.2, 0.5, 0.7], [-0.4, -0.9, 1.2], [0.5, 0.2, 0.3], [0.5, -0.1, 0.4], [0.7, -0.5, 0.0]], "mulliken_charge": [-1.18, 0.71, -0.35, -0.69, -0.55, 0.27, 0.37, 0.26, 0.23, 0.35, 0.27, 0.31]}

=====

2.
{"formula": "C4BrN3", "method": "wB97M-V/def2-TZVPD", "homo_energy_ev": -12.443, "smiles": "N#CC(Br)(C#N)C#N", "e_tot_ha": -2890.5955, "max_force_ev_per_a": 4.88, "relative_energy_kj_mol": 0.0, "symbols": ["N", "C", "C", "Br", "C", "N", "C", "N"], "xyz": [[-0.672122, -0.646564, -2.406837], [-0.088451, -0.461654, -1.427656], [0.470000, -0.136069, -0.099488], [2.330535, -0.133189, 0.072507], [-0.358163, 1.311734, 0.253262], [-1.115043, 2.128868, 0.534100], [-0.167148, -0.855617, 1.013643], [-0.399607, -1.207508, 2.060470]], "forces_ev_per_angstrom": [[0.8, 0.1, 0.8], [-0.4, -0.2, -0.5], [-3.8, 3.0, 0.6], [0.7, 0.2, -0.1], [1.9, -2.3, -0.9], [0.2, 0.1, -0.1], [1.5, 0.4, -2.0], [-0.9, -1.1, 2.1]], "mulliken_charge": [-0.31, 0.07, 0.70, 0.10, 0.07, -0.32, -0.01, -0.29]}

=====

3.
{"formula": "C3H8O3V", "method": "wB97M-V/def2-TZVPD", "homo_energy_ev": [-13.823, -14.030], "multiplicity": 5, "e_tot_ha": -1288.2768, "max_force_ev_per_a": 6.73, "total_charge": 1, "s2": 6.006, "symbols": ["O", "C", "C", "O", "V", "H", "H", "H", "H", "O", "H", "C", "H", "H", "H"], "xyz": [[-1.709946, -0.858305, -0.053320], [-1.304502, -0.081071, 1.066035], [0.432485, -0.195700, 0.655914], [0.279168, -2.789220, 0.980875], [-1.308378, -2.702410, 0.033466], [-1.315000, -0.195045, 2.154457], [-1.893721, 0.842434, 0.980165], [0.980587, 0.260081, 1.494669], [0.874684, -0.908316, -0.060992], [0.174831, 0.969516, -0.564970], [-1.345226, -0.122540, -0.902208], [1.310993, 1.365135, -1.298427], [2.091038, 1.777591, -0.638070], [1.734327, 0.500848, -1.836066], [0.998660, 2.137004, -2.011528]], "forces_ev_per_angstrom": [[-1.2, 2.5, -2.8], [4.5, 0.9, -0.6], [-3.4, 5.6, -1.4], [0.1, -0.2, 0.1], [0.1, -1.7, -0.1], [-0.9, -2.3, -0.3], [1.3, 0.5, -0.5], [0.4, -0.4, -0.8], [-0.4, -0.6, 1.3], [-0.4, -1.9, 2.3], [-0.6, -2.2, 2.9], [0.7, -0.3, -0.1], [-0.3, -0.1, -0.2], [0.0, 0.3, 0.0], [0.0, -0.2, 0.2]], "mulliken_charge": [-0.69, -0.19, -0.49, -0.58, 1.25, 0.33, 0.30, 0.43, 0.42, -0.47, 0.54, -0.66, 0.27, 0.29, 0.25]}